This record from the OMol25 dataset describes a 3-piece molecular cluster, C27H45ClNO4P overall in a non-equilibrium geometry. The level of theory is ωB97M-V/def2-TZVPD.

Computed properties:
HOMO level = -9.120 eV
calculated total energy = -60221.6503 eV
orbital gap = 0.295 Ha
E_LUMO = -1.10 eV

Structure (ORCA input):
```
! RIJCOSX wB97M-V def2-TZVPD def2/J DEFGRID3
* xyz 0 1
C 1.183 3.759 1.144
H 4.294 -3.886 2.938
H 1.872 -4.236 2.429
C -2.327 2.619 -0.960
H 3.238 -1.325 0.313
H -1.958 2.254 -3.749
H 5.304 -4.512 0.708
C -2.849 2.813 -3.504
H -2.983 3.589 -4.250
H -4.778 2.576 -0.390
H -2.880 2.994 -0.106
P -3.639 -3.282 -1.666
C -5.014 1.522 -0.408
H -5.654 1.809 1.688
H -5.839 1.355 -1.096
H 2.635 -0.448 2.544
H 3.771 -5.539 3.157
H 0.723 3.889 3.910
N -2.962 -4.149 -0.600
C 1.981 4.462 2.239
H 1.304 4.307 0.206
H 1.703 -3.250 0.198
C -5.495 1.007 0.977
C -2.689 3.521 -2.165
C -4.130 -0.650 -1.104
C 2.988 2.009 0.554
C -0.233 0.750 -1.860
H 4.750 -6.175 0.949
H 1.255 -1.287 1.831
H 0.117 3.821 1.390
H -5.108 -1.036 -0.871
C 2.266 -1.424 2.223
H 1.677 5.512 2.268
O -5.253 -3.259 -1.530
H 0.893 1.912 0.105
C -1.648 0.284 -1.608
H -1.280 2.698 -0.709
H -5.572 -2.615 -2.178
H 2.284 -5.399 1.196
H 1.269 1.704 1.799
H 1.765 0.082 -1.132
O -3.389 -3.777 -3.175
C 0.810 -0.244 -1.515
C 3.181 -2.020 1.157
C 2.700 -3.373 0.635
C -3.881 0.674 -0.919
H -3.698 -3.096 -3.785
C -2.629 1.150 -1.185
H 3.651 2.324 1.365
C -1.913 -1.052 -1.779
O -0.858 -2.882 -2.952
C 3.951 -4.773 2.399
H 3.361 3.756 -0.697
H 3.046 4.462 1.992
H 2.104 2.813 3.662
C -3.180 -1.519 -1.526
H -3.598 4.079 -1.979
H 3.114 0.927 0.459
C 1.532 2.289 0.912
C 5.053 -5.260 1.462
C 2.633 -4.483 1.684
H 2.345 4.404 4.374
H 2.809 2.332 -1.586
H 5.964 -5.477 2.023
H -3.740 2.189 -3.531
C 0.555 -1.530 -1.653
H 2.207 -2.060 3.106
H 4.465 2.415 -0.978
H -2.433 -4.902 -1.025
O 0.044 1.842 -2.331
H 4.198 -2.103 1.550
Cl -1.383 4.745 -2.399
H -4.704 0.384 1.388
H 3.350 -3.686 -0.188
C -0.771 -1.932 -2.198
H 1.287 -2.285 -1.418
H -6.368 0.371 0.898
C 3.428 2.669 -0.751
C 1.776 3.854 3.623
*
```